Computed, not measured: a molecular structure, C9H8N2O4V in a non-equilibrium geometry, with wB97M-V/def2-TZVPD.

```
24
Properties=species:S:1:pos:R:3:forces:R:3:mulliken_spin:R:1
O 1.944201 1.028912 2.682166 -1.278 1.779 -7.288 0.0906
C 1.726611 1.309626 1.549895 2.473 -1.622 10.645 -0.0591
V 1.242166 1.810868 -0.243700 -2.741 -5.625 0.719 2.7094
O 5.242377 -1.311085 -1.471976 -2.742 3.403 1.842 -0.0001
C 4.558697 -0.485206 -1.029943 2.564 -3.296 -1.813 0.0015
C 1.912690 3.455670 -0.449765 10.008 11.657 -1.934 -0.1257
O 2.815670 4.279745 -0.608608 -7.361 -6.051 1.244 0.3013
C 0.921090 1.121434 -2.079891 -2.677 -1.735 -7.689 -0.0247
O 0.508214 0.792939 -3.115129 2.213 1.285 4.840 0.0713
C -3.497818 -0.570674 -0.929664 -0.953 0.188 -0.805 -0.0014
C -2.159345 -0.533651 -0.289336 -0.262 -0.179 0.682 0.0171
C -1.608089 -1.394872 0.680657 0.409 1.204 -0.791 0.0077
C -0.356035 -0.845022 0.973466 -0.473 -0.639 -0.079 0.0222
N -0.178323 0.325006 0.287634 1.139 0.490 -0.570 -0.0164
N -1.270480 0.459667 -0.507929 -2.373 -0.082 -1.145 0.0125
C 0.668739 -1.509304 1.830908 -0.011 -0.254 0.121 -0.0007
H -3.744889 -1.596641 -1.311117 0.304 0.912 0.413 -0.0003
H -4.314948 -0.271768 -0.211814 0.935 -0.326 -0.574 0.0013
H -3.547977 0.139099 -1.798881 0.000 -0.659 0.741 0.0002
H -2.076335 -2.292723 1.074374 0.301 0.242 -0.099 0.0007
H -1.492400 1.228026 -1.194471 0.603 -0.986 1.401 -0.0080
H 0.707785 -1.040212 2.818690 0.134 -0.197 -0.119 0.0011
H 0.323132 -2.543753 1.969423 0.267 0.339 0.040 -0.0006
H 1.675268 -1.556081 1.375010 -0.479 0.152 0.218 -0.0001
```
Positions in Å, forces in eV/Å.

- ΔE to the lowest compared entry with this formula, charge and spin: 137.88 kJ/mol
- Spin multiplicity: 4
- HOMO (alpha / beta): -17.207 / -17.228 eV
- LUMO level (alpha / beta): -0.3851 / -0.4009 hartree
- Gap between HOMO and LUMO (alpha / beta): 6.73 / 6.32 eV
- Total charge: +2